No. 1
Computed, not measured: one molecule with the formula C3H10Si, with wB97M-V/def2-TZVPD.

CARTESIAN COORDINATES (ANGSTROEM)
C: -0.898 1.022 -1.285
Si: -0.246 -0.547 0.033
C: -0.537 -0.151 1.746
C: 1.560 -0.584 -0.500
H: -1.892 1.296 -1.073
H: -0.239 1.844 -1.061
H: -0.596 0.666 -2.296
H: -0.979 -1.821 -0.206
H: -0.325 -0.924 2.376
H: -0.033 0.788 2.083
H: -1.648 0.065 1.724
H: 1.879 -1.378 -1.210
H: 1.767 0.509 -0.644
H: 2.188 -0.785 0.313

Results
* energy relative to the best compared isomer or geometry (same formula, charge and spin): 29.9 kJ/mol
* SMILES: C[SiH](C)C
* net charge: 0
* LUMO: 1.067 eV
* spin multiplicity: 1
* HOMO: -0.35549 hartree

=====

No. 2
Computed, not measured: C3H11B2ClFHfO3 as an isolated structure, with wB97M-V/def2-TZVPD.

CARTESIAN COORDINATES (ANGSTROEM)
Hf: 1.615 -2.097 2.525
B: 3.398 -1.926 0.701
H: 4.102 -1.031 0.547
H: 2.273 -1.739 0.503
H: 3.727 -2.716 -0.072
H: 3.464 -2.255 1.803
B: 1.939 0.360 2.421
H: 2.829 -0.278 2.782
H: 0.938 -0.197 2.499
H: 1.833 1.183 3.222
H: 2.084 0.751 1.351
Cl: -0.458 -1.879 0.883
C: -2.462 0.724 -1.053
C: -3.644 0.806 -2.045
O: -3.198 1.615 -3.106
C: -1.930 2.021 -2.866
O: -1.377 2.871 -3.494
O: -1.463 1.437 -1.784
F: -4.669 1.549 -1.469
H: -2.146 -0.304 -0.903
H: -2.721 1.233 -0.129
H: -4.134 -0.129 -2.316

Results
* energy relative to the best compared isomer or geometry (same formula, charge and spin): 109.3 kJ/mol
* net charge: +1
* LUMO: -8.063 eV
* spin multiplicity: 1
* HOMO: -0.48057 hartree

=====

No. 3
Computed, not measured: a 2-piece molecular cluster, C3H11BN2O overall, with wB97M-V/def2-TZVPD.

CARTESIAN COORDINATES (ANGSTROEM)
B: -0.430 0.586 0.108
C: 3.219 0.147 -0.017
C: -1.065 -1.898 0.104
C: -2.815 1.375 -0.031
N: 2.581 1.409 0.134
N: -0.159 -0.761 0.222
O: -1.396 1.445 -0.014
H: 4.238 0.255 -0.428
H: 3.308 -0.324 0.969
H: 2.700 -0.565 -0.692
H: -2.091 -1.572 0.261
H: -0.992 -2.357 -0.889
H: -0.821 -2.652 0.853
H: -3.199 1.918 0.837
H: -3.175 0.346 -0.007
H: -3.165 1.864 -0.944
H: 2.454 1.833 -0.786
H: 0.807 -1.047 0.318

Results
* energy relative to the best compared isomer or geometry (same formula, charge and spin): 488.0 kJ/mol
* net charge: 0
* LUMO (alpha / beta): 0.539 / 0.503 eV
* spin multiplicity: 1
* HOMO (alpha / beta): -0.31470 / -0.22799 hartree